[1]
DFT (ωB97M-V/def2-TZVPD) results for 8 unconnected molecules or ions with the total composition C3H23N2O8S2 in a non-equilibrium geometry.

Geometry as XYZ:
```
38
Properties=species:S:1:pos:R:3
S -0.30 2.61 0.61
S 1.59 2.04 0.10
C 1.45 0.31 -0.36
C 1.80 -0.84 0.58
C 0.95 -2.03 0.01
N 1.40 -2.44 -1.17
O 0.04 -2.48 0.65
N 1.20 -0.54 1.93
H -1.00 2.79 -0.51
H 0.53 0.06 -0.89
H 2.06 0.15 -1.25
H 2.77 -1.25 0.75
H 2.22 -2.15 -1.69
H 0.89 -3.07 -1.72
H 1.62 0.32 2.22
H 0.15 -0.49 1.94
H 1.33 -1.16 2.73
H -3.60 0.69 -1.19
H -2.76 -0.58 -0.82
O -3.07 -0.03 -1.54
H -0.91 2.58 -3.91
H 0.22 1.95 -3.03
O -0.54 1.76 -3.57
H -3.77 1.65 2.58
H -2.84 1.85 3.65
O -3.34 1.13 3.25
H 1.90 0.99 4.72
H 0.80 2.03 4.26
O 1.21 1.19 4.08
H -1.66 -0.69 -2.73
H -0.23 -0.95 -3.11
O -0.92 -1.26 -2.50
H 1.66 -1.15 -4.77
H 1.81 0.31 -4.45
O 2.04 -0.56 -4.10
H -1.28 -0.46 3.66
H -2.13 -1.13 2.60
O -1.26 -1.15 2.99
```

**Frontier orbital gap**: 9.834 eV
**Net charge**: +1
**Multiplicity**: 1
**LUMO energy**: -2.819 eV
**Maximum force**: 3.23 eV/Å
**HOMO level**: -12.65 eV
**Molar mass**: 279.36 g mol⁻¹

=====

[2]
DFT (ωB97M-V/def2-TZVPD) results for 9 unconnected molecules or ions with the total composition C3H23O9S in a non-equilibrium geometry.

Geometry as XYZ:
```
36
Properties=species:S:1:pos:R:3
C 0.06 1.22 0.18
O -0.52 0.05 0.62
C 1.49 0.95 -0.26
C 1.89 1.68 -1.52
S 1.91 3.45 -1.62
H 0.20 1.93 0.99
H -0.40 1.66 -0.74
H 2.24 1.18 0.57
H 1.51 -0.19 -0.13
H 1.32 1.36 -2.44
H 3.09 1.46 -1.63
H 2.63 3.64 -0.57
H -2.99 -2.09 -0.30
H -2.12 -3.28 -0.53
O -2.94 -3.00 -0.22
H -0.87 1.25 -2.04
H -1.69 0.27 -2.18
O -1.15 0.78 -2.84
H -2.09 1.16 2.39
H -3.09 0.10 1.94
O -2.65 0.48 2.75
H -0.57 0.03 3.35
H 0.29 -1.16 3.93
O -0.12 -0.34 4.17
H 1.48 -0.40 1.82
H 3.04 -0.57 2.38
O 2.26 -0.05 2.28
H 0.47 -2.00 -0.13
H 1.95 -2.16 -0.66
O 1.09 -2.48 -0.72
H 0.21 -0.69 -2.78
H 0.77 -1.86 -2.13
O 0.90 -1.43 -2.95
H -3.35 -0.38 -0.40
H -1.80 -0.18 0.14
O -2.47 -0.40 -0.71
```

**Frontier orbital gap**: 8.356 eV
**Energy relative to the best compared isomer or geometry (same formula, charge and spin)**: 70.8 kcal per mole
**Net charge**: -1
**Multiplicity**: 1
**LUMO energy**: 2.783 eV
**Maximum force**: 4.43 eV/Å
**HOMO level**: -5.57 eV
**Molar mass**: 235.28 g mol⁻¹